a | 21 unconnected molecules or ions with the total composition H42O21. Source: the Open Molecules 2025 dataset; level of theory: wB97M-V/def2-TZVPD.

Atoms and positions in Å:
O1 0.94894 0.97075 -3.51726
H1 1.02964 1.88555 -3.26013
H2 0.34379 0.55039 -2.97872
O2 3.58325 -0.08776 -2.08317
H3 2.93811 0.41032 -2.59664
H4 3.71546 -1.01332 -2.26855
O3 -1.13860 -0.52502 4.46366
H5 -1.32040 -0.07263 3.62710
H6 -2.12086 -0.82147 4.60740
O4 4.88582 -0.61929 2.57328
H7 4.94404 -0.31397 1.60483
H8 4.04067 -0.59182 3.06366
O5 -0.34042 3.66097 1.26851
H9 0.02328 2.78280 1.72704
H10 -0.69173 4.13228 2.00613
O6 -1.24849 0.57621 -3.91835
H11 -1.38867 -0.35988 -3.74618
H12 -1.97619 0.87184 -4.60198
O7 -0.04384 0.52103 1.39541
H13 0.70081 0.04037 1.68119
H14 0.25375 0.88053 0.64755
O8 1.16046 4.50425 -1.14711
H15 0.92760 5.07384 -0.26605
H16 0.32322 4.39565 -1.53981
O9 1.20496 -0.00976 4.47565
H17 0.69178 0.83960 4.35557
H18 0.75846 -0.55407 5.13175
O10 1.34298 -2.32621 -3.68026
H19 0.77807 -2.39775 -4.27376
H20 1.14445 -2.07615 -2.82120
O11 -4.60005 -0.20872 2.63235
H21 -4.81491 0.56604 2.22285
H22 -4.97636 -0.87527 2.30190
O12 1.75449 -1.02020 2.15566
H23 1.50276 -1.14555 3.14811
H24 2.21964 -1.58055 1.70324
O13 -1.43261 -1.84186 0.71308
H25 -1.20438 -0.90036 0.69855
H26 -2.37051 -1.99767 0.31258
O14 -1.92467 4.32038 -1.23232
H27 -1.49912 3.68247 -0.71709
H28 -2.51623 4.79101 -0.60184
O15 -4.20852 -0.40900 -0.46290
H29 -4.64563 -0.64732 -1.22794
H30 -4.75450 -0.08996 0.29608
O16 -2.68360 -1.70759 -1.96654
H31 -2.23255 -1.83653 -1.10940
H32 -1.98874 -1.01591 -2.27922
O17 0.73927 -2.41930 -0.84455
H33 0.40861 -3.01516 -1.58204
H34 -0.00230 -2.53480 -0.24629
O18 -1.16531 -3.38963 2.94512
H35 -2.10099 -3.68538 2.87945
H36 -0.83736 -2.78076 2.29194
O19 4.21714 2.20826 0.46054
H37 3.44144 2.75815 0.17471
H38 4.51789 2.32192 1.48104
O20 -1.14581 -3.15446 -3.26557
H39 -1.94024 -2.77418 -3.19510
H40 -1.31821 -4.10478 -3.25713
O21 0.95726 0.84419 -1.09373
H41 1.74249 0.37436 -1.35902
H42 1.35294 1.73021 -1.00667

As for the total charge: 0. The value obtained for the gap between HOMO and LUMO is 9.535 eV. The molar mass comes out at 378.31 g mol⁻¹.


b | 21 unconnected molecules or ions with the total composition H42O21. Source: the Open Molecules 2025 dataset; level of theory: wB97M-V/def2-TZVPD.

Atoms and positions in Å:
O1 -2.10530 1.55867 1.83726
H1 -1.23946 1.99408 1.48344
H2 -2.73710 2.20206 1.49279
O2 -0.16672 3.38726 -4.16631
H3 -0.16632 2.61595 -4.77744
H4 -1.02078 3.58310 -3.90551
O3 -3.10944 2.22150 -2.42449
H5 -4.14329 2.24381 -2.31143
H6 -2.95612 1.30510 -2.58789
O4 1.66466 4.09816 -0.36106
H7 2.12528 4.00195 0.51950
H8 0.91737 4.59805 0.08227
O5 -0.49329 -0.92572 3.40610
H9 -0.66738 -1.31107 4.19007
H10 -0.56726 0.00689 3.51574
O6 4.16540 -3.08851 -0.29603
H11 3.51165 -3.40043 -0.88140
H12 3.90047 -3.26233 0.53045
O7 1.61292 -1.96221 4.34304
H13 1.92355 -1.39625 3.69974
H14 2.46042 -2.47967 4.45997
O8 0.77273 -4.54364 -1.09986
H15 0.13053 -3.73759 -0.89349
H16 1.46510 -4.02984 -1.22992
O9 -0.73817 2.56349 -0.57893
H17 -0.64350 2.29765 -1.56946
H18 0.13587 2.97408 -0.46092
O10 0.68667 1.65434 4.86524
H19 -0.09269 1.92516 5.19131
H20 0.95927 0.88371 5.39139
O11 1.73618 -0.83495 0.75963
H21 0.76811 -1.07046 0.45647
H22 2.20116 -1.10788 -0.03527
O12 2.58332 2.03555 -1.88901
H23 3.33184 2.51176 -2.21104
H24 2.03893 2.68106 -1.58543
O13 -3.15237 0.51699 -0.57291
H25 -2.71273 1.13942 -0.23020
H26 -2.91597 -0.41512 -0.47796
O14 -1.67192 -2.31500 -2.97466
H27 -1.54791 -2.26362 -3.90492
H28 -0.96538 -1.78526 -2.47705
O15 2.55159 0.73314 2.81040
H29 1.81746 1.20443 3.09466
H30 2.19115 -0.09059 2.26410
O16 0.88053 -0.14002 -3.26405
H31 1.44356 0.43491 -2.74915
H32 0.09622 -0.06889 -2.66233
O17 -1.38013 -1.85628 -0.28759
H33 -2.17953 -2.30767 -0.48996
H34 -1.50322 -1.76284 0.59890
O18 -2.81739 4.32604 -0.85726
H35 -3.49146 3.61322 -0.50691
H36 -2.14241 3.83003 -1.02450
O19 -4.00953 -2.25714 0.42496
H37 -4.15178 -2.17782 1.41848
H38 -4.67382 -1.67403 0.20456
O20 1.17533 -3.31011 1.66226
H39 0.68963 -3.78908 2.31016
H40 0.71168 -3.34613 0.87144
O21 2.14913 -1.99739 -1.43954
H41 1.88696 -1.56523 -2.30010
H42 3.13826 -1.91794 -1.68090

As for the total charge: 0. The value obtained for the gap between HOMO and LUMO is 9.876 eV. The molar mass comes out at 378.31 g mol⁻¹.


We find b to be the most stable, with the next structure 40.7 kcal/mol higher.


a | A molecular structure, C4H10I2N. Source: the Open Molecules 2025 dataset; level of theory: wB97M-V/def2-TZVPD.

Atoms and positions in Å:
C1 -0.64845 -0.40006 -1.96718
C2 -1.38490 0.26226 -0.89640
C3 -1.02199 0.17084 1.49144
C4 2.14899 0.83894 0.68628
N1 -0.96360 -0.44437 0.38115
I1 0.95059 2.16505 1.80743
I2 2.94666 -0.93412 1.88062
H1 -0.64526 -1.43483 -1.80877
H2 -1.28254 -0.08163 -2.90140
H3 0.40128 -0.09974 -1.96100
H4 -2.48966 0.01657 -1.04648
H5 -1.31298 1.33792 -0.71313
H6 -0.71246 -0.45550 2.42320
H7 -1.69762 0.98400 1.63496
H8 3.16779 1.29519 0.41347
H9 3.10806 -1.87743 0.52721
H10 -0.56393 -1.34307 0.04860

As for the total charge: +1. The value obtained for the gap between HOMO and LUMO is 7.543 eV. The molar mass comes out at 325.94 g mol⁻¹.


b | 2 unconnected molecules or ions with the total composition C4H10I2N. Source: the Open Molecules 2025 dataset; level of theory: wB97M-V/def2-TZVPD.

Atoms and positions in Å:
C1 -0.31635 -1.77408 1.12149
C2 -0.12759 -1.08721 -1.30962
C3 0.66987 0.32620 0.62934
C4 -0.32606 -0.60407 0.10950
N1 0.14497 2.62827 -0.29376
I1 2.61405 0.35729 0.00470
I2 -2.31703 0.36486 0.31085
H1 -0.44214 -1.43156 2.14868
H2 -1.13972 -2.44724 0.87967
H3 0.62250 -2.32286 1.04506
H4 -0.06694 -0.24850 -2.00148
H5 0.79079 -1.66949 -1.38482
H6 -0.95117 -1.72711 -1.61656
H7 0.48241 0.81241 1.57914
H8 0.61368 3.25869 0.34697
H9 0.58471 2.68820 -1.20435
H10 -0.83599 2.87622 -0.36483

As for the total charge: +1. The value obtained for the gap between HOMO and LUMO is 7.382 eV. The molar mass comes out at 325.94 g mol⁻¹.


We find b to be the most stable, with the next structure 84.7 kcal/mol higher.